ORCA calculation (ωB97M-V/def2-TZVPD) on a cluster of 7 separate species, C5H23NO6 in total.

## Properties
- SMILES: CN1CCCC1.O.O.O.O.O.O
- Energy relative to the best compared isomer or geometry (same formula, charge and spin): 2.287 eV

Geometry as XYZ:
```
35
Properties=species:S:1:pos:R:3:forces:R:3:nbo_charge:R:1
O 1.830251 2.211577 2.652068 -0.096 -0.003 -0.070 -0.936
O -1.373153 1.856235 -2.519323 -0.796 0.825 0.166 -0.960
O -1.176446 3.881302 0.486624 0.760 -0.258 0.117 -0.932
O 2.064641 -0.786007 -3.126680 -0.058 -0.117 0.193 -0.943
O 1.646272 1.715117 -1.598882 1.036 0.848 -0.645 -0.945
O 3.584951 -1.441300 -0.077009 -0.082 0.069 0.667 -0.942
N -1.114037 -0.250649 0.782456 -1.656 -0.720 0.552 -0.451
C -0.426343 -1.206249 1.704983 0.487 0.867 -1.906 -0.239
C -0.676258 -2.615488 1.144475 -0.993 -0.884 -0.928 -0.431
C -1.178067 -0.888652 -0.560579 1.391 -0.471 -0.401 -0.256
C -0.807891 -2.382128 -0.415678 2.152 0.562 2.262 -0.416
C -2.503593 0.116880 1.208786 1.287 1.613 -0.124 -0.438
H -2.116323 -0.864903 -1.103897 -0.556 0.583 0.475 0.203
H 0.621220 -0.824215 1.565199 -0.308 -1.235 0.442 0.185
H 1.384129 -0.121279 -2.985974 0.033 0.130 -0.041 0.467
H 0.093137 -3.378620 1.334131 0.041 0.521 0.127 0.210
H -2.518189 1.216130 0.997807 -0.965 -0.885 -0.300 0.210
H 2.395511 -0.918035 -2.228979 0.204 -0.136 -0.089 0.475
H -0.459772 -0.374638 -1.224292 -0.105 -0.310 0.263 0.195
H -1.619969 -3.167848 1.345460 0.294 0.993 1.077 0.209
H -2.757456 0.094549 2.271032 0.660 -0.494 0.134 0.202
H -1.714854 1.458193 -1.696302 0.888 -0.264 -0.922 0.484
H 4.108144 -1.185894 0.699803 0.087 0.068 -0.470 0.476
H -1.479081 -3.102567 -0.821838 -0.373 -0.291 -0.628 0.215
H 1.254508 2.714651 2.064503 0.066 -0.102 0.052 0.467
H 2.797812 -1.797435 0.352905 -0.120 -0.083 -0.260 0.467
H -0.646460 1.399009 -2.950031 -0.177 -0.477 0.770 0.480
H 0.235538 -2.592182 -0.658013 -0.261 0.165 -1.289 0.201
H -0.908844 3.089409 -0.000967 -0.237 0.050 -0.154 0.474
H 1.792411 2.436726 -2.240561 -0.866 -0.142 0.192 0.472
H -3.204997 -0.504048 0.684597 -0.768 0.161 -0.305 0.182
H -0.712765 -0.981678 2.712458 -0.253 -0.162 0.571 0.210
H 2.592351 1.547620 -1.456131 -0.269 -0.636 0.514 0.477
H -0.313221 4.211607 0.782214 -0.453 0.189 -0.037 0.459
H 1.306834 1.434794 2.875620 0.004 0.027 -0.006 0.469
```
Forces are in eV/Å.

ORCA calculation (ωB97M-V/def2-TZVPD) on a cluster of 2 separate species, C14H20BrFIN3O4S in total.

## Properties
- Energy relative to the best compared isomer or geometry (same formula, charge and spin): 2.830 eV

Geometry as XYZ:
```
45
Properties=species:S:1:pos:R:3:forces:R:3:nbo_charge:R:1
I 0.400542 2.327335 -2.433589 -0.204 -0.524 0.999 0.230
Br 0.482004 -2.819683 -1.802150 0.394 1.461 1.200 0.101
S -3.803710 2.057747 1.064878 -0.870 -0.686 -0.381 0.234
F 0.428532 -1.995699 3.607734 0.828 3.075 -0.599 -0.344
O -0.359556 0.074258 4.099767 3.503 -2.041 -2.544 -0.517
O -6.450240 1.410818 0.865668 1.037 -4.091 -0.988 -0.419
O -0.257501 -1.706920 0.639095 3.449 1.551 -2.824 -0.517
O 4.709565 -2.138725 -3.713570 -0.500 1.246 0.211 -0.940
N -6.468131 -0.875208 0.328426 -2.505 4.208 0.913 -0.260
N -5.131376 -0.540083 0.400422 -1.722 5.684 1.438 -0.241
N 1.273964 0.960294 0.172442 0.316 0.301 -0.767 -0.466
C 1.621596 -0.358864 -0.428543 0.782 -2.036 -1.110 -0.381
C 0.059331 1.731948 -0.334596 -1.426 2.718 1.003 0.094
C 0.506900 -0.563615 3.497336 -2.831 0.239 1.846 0.882
C -5.137787 0.845076 0.730686 -0.492 -2.039 -0.985 0.264
C -7.263790 0.278861 0.607568 3.475 -2.298 -0.503 0.255
C -1.399130 1.130259 -0.081712 0.041 -1.681 -1.334 -0.540
C 0.248201 3.061732 0.604492 0.791 -0.581 0.510 -0.475
C 4.341709 -4.427979 -3.547504 -0.681 -0.726 0.183 -0.627
C -2.611748 2.149864 -0.366249 0.109 -0.151 -0.650 -0.531
C 1.410274 1.200157 1.667286 1.044 1.691 2.623 -0.038
C 0.557665 -1.521409 -0.282880 -2.814 -1.263 1.747 0.478
C 0.306989 2.323547 2.054371 0.105 0.245 -0.363 -0.433
C 1.733370 0.009813 2.666583 0.059 -1.246 0.519 -0.550
C 3.730860 -3.012685 -3.481220 1.535 -1.014 -0.374 -0.004
H 2.376715 1.834469 1.729223 -1.414 -1.165 -0.188 0.230
H 3.213272 -2.967786 -2.501221 -0.044 0.251 0.725 0.025
H 1.273263 3.548872 0.385753 -1.387 -0.909 0.289 0.218
H -3.169133 1.913508 -1.348502 1.037 0.276 1.621 0.269
H -2.284785 3.254369 -0.429262 -0.569 -1.793 0.259 0.243
H 4.769831 -4.639856 -4.532567 -0.016 0.236 0.078 0.191
H -1.529492 0.271631 -0.847619 0.184 1.243 1.296 0.258
H 2.045062 1.566738 -0.192901 -0.709 -0.658 0.050 0.461
H -0.707510 1.969963 2.442498 1.474 0.106 -0.942 0.265
H 0.693734 2.953665 2.923461 -0.191 -0.697 -1.445 0.258
H -8.396151 0.348532 0.646312 1.932 -0.026 -0.013 0.236
H 2.478943 0.424750 3.446971 -1.375 -0.576 -1.156 0.284
H 2.868172 -3.035624 -4.183972 -0.341 0.242 -0.472 0.052
H 2.610607 -0.727512 0.032358 -1.484 0.528 -0.705 0.290
H 3.563359 -5.182916 -3.358844 -0.028 -0.240 0.010 0.149
H 2.285073 -0.888299 2.197796 -0.977 1.518 0.530 0.275
H 1.842549 -0.218424 -1.549759 -0.393 -0.119 1.680 0.314
H -1.516938 0.613011 0.944531 0.403 1.105 -1.585 0.279
H 5.123044 -4.569174 -2.793290 -0.027 0.226 -0.079 0.183
H -0.468148 3.929245 0.454291 0.503 -1.592 0.278 0.266
```
Forces are in eV/Å.

ORCA calculation (ωB97M-V/def2-TZVPD) on a structure of composition C36H37IN9O2Zn.

## Properties
- Net charge: -1

Geometry as XYZ:
```
86
Properties=species:S:1:pos:R:3:forces:R:3:mulliken_charge:R:1
I -3.446015 1.635797 2.475687 0.000 -0.002 0.030 0.149
Zn 0.011417 -0.256979 0.077800 0.171 -0.009 -0.091 0.166
O 2.172236 0.708783 -3.485509 -0.003 -0.034 0.024 -0.824
O 2.393090 0.496002 3.499657 0.015 0.004 -0.030 -0.808
N 0.498047 0.121058 2.215451 -0.007 -0.007 0.036 1.386
N -0.171987 -2.271354 -0.060386 -0.122 0.045 0.124 2.699
N -0.451515 6.744679 1.063422 -0.047 0.008 -0.028 -0.445
N 0.184195 4.677334 0.341001 -0.276 -0.047 0.057 -0.866
N 0.386814 0.185342 -2.104988 0.028 0.034 -0.047 1.763
N 1.948842 0.436978 0.015033 -0.042 -0.033 -0.011 1.393
N -1.741461 4.921993 1.679419 0.085 -0.048 -0.004 -0.248
N -0.365339 2.259428 0.212521 -0.083 -0.166 -0.091 -0.358
N -2.939760 0.667596 -0.243673 -0.127 -0.087 0.038 0.389
C -1.048123 -0.887128 3.823076 0.100 0.069 -0.018 0.830
C -0.524851 -1.241018 -3.864090 -0.069 0.070 0.029 1.786
C -1.868669 -0.759149 4.936849 -0.030 0.029 0.004 -0.864
C -0.960410 -2.202089 3.114165 -0.013 -0.085 -0.066 -0.913
C -3.898713 1.216678 0.473835 -0.081 0.066 0.050 -0.162
C -4.461064 0.633182 -2.097650 0.044 0.032 0.053 -1.181
C 3.939413 0.931613 1.173300 -0.086 -0.023 0.005 -0.785
C -0.120611 3.385845 0.269450 0.132 0.105 -0.088 0.705
C -3.231539 0.376254 -1.512796 0.013 0.036 -0.135 -0.907
C 4.571452 1.144420 -0.043944 0.039 0.016 0.002 -0.793
C 0.328001 -2.379980 -3.393391 0.042 -0.055 0.030 -1.346
C -5.453798 1.204441 -1.319141 0.018 -0.003 -0.018 -0.595
C 0.522267 -4.421541 -0.044121 0.039 0.007 0.002 -1.308
C 3.862775 1.017647 -1.229828 -0.097 -0.004 -0.006 -0.531
C -1.255953 -3.088037 -0.272764 -0.075 -0.019 -0.005 -0.033
C -0.978499 2.470522 -3.171866 0.015 0.064 -0.028 -1.144
C -0.660487 5.399952 1.032862 0.143 0.019 0.044 0.392
C -0.301727 0.217625 3.378807 0.029 -0.107 0.026 -0.909
C -0.416867 0.022218 -3.265631 0.001 -0.071 0.107 -2.233
C 2.305339 -2.656441 0.381416 0.045 -0.015 0.024 -1.077
C -0.385300 1.431174 4.083445 -0.041 -0.039 0.015 1.272
C -1.133529 1.109490 -3.781345 0.076 -0.048 -0.042 1.624
C -2.007518 0.907745 -4.843976 0.017 0.060 0.022 -1.057
C -1.418013 -1.410496 -4.916631 -0.042 0.023 -0.031 -1.190
C -2.168058 -0.348957 -5.402117 -0.005 -0.095 -0.048 -0.873
C -0.871931 -4.409763 -0.270609 -0.031 -0.005 0.004 -1.048
C 0.912771 -3.107135 0.084867 0.030 -0.029 0.048 -0.016
C 2.599124 0.576328 1.157037 0.122 -0.002 0.058 0.176
C -2.650322 -2.596722 -0.468255 -0.084 0.018 0.033 -1.238
C 1.794069 0.371557 2.422161 0.039 0.022 0.052 -0.327
C -5.173685 1.503847 0.003525 0.022 0.022 -0.012 -0.479
C 0.387433 2.644717 3.659364 0.016 0.081 0.025 -1.581
C 1.648219 0.504772 -2.378931 0.025 0.096 -0.042 -0.374
C 2.525358 0.657379 -1.154672 0.073 0.018 -0.048 -0.158
C -1.226925 1.524607 5.187354 0.025 0.049 0.002 -0.717
C -1.972370 0.441209 5.620763 -0.032 -0.026 0.026 -0.955
H 2.735722 -2.037371 -0.407545 0.000 0.051 -0.043 0.069
H -2.435253 -1.622735 5.266721 -0.007 -0.004 0.007 0.365
H -5.910716 1.943253 0.659180 -0.009 0.008 -0.003 0.461
H 5.619716 1.418707 -0.067676 -0.004 -0.004 0.001 0.407
H -2.839009 -2.257660 -1.490294 0.019 0.045 -0.029 0.119
H -1.531741 -5.253669 -0.408474 -0.002 -0.014 -0.005 0.535
H 0.431331 7.045359 0.688480 0.008 -0.007 0.003 0.246
H 0.507830 2.670067 2.578547 0.016 -0.016 -0.033 -0.004
H -1.841101 3.920980 1.802539 -0.047 0.025 -0.042 -0.069
H -6.433411 1.415753 -1.729478 -0.004 -0.004 -0.006 0.387
H -2.856125 -0.498157 -6.226153 -0.003 -0.004 0.002 0.414
H 4.299489 1.185299 -2.203382 -0.001 0.000 -0.007 0.617
H 0.072225 -2.525489 2.977005 0.025 0.019 0.019 0.192
H -3.347693 -3.411981 -0.266176 0.001 -0.008 -0.021 0.487
H -0.127815 3.555194 3.978415 0.020 0.001 0.028 0.490
H 2.936647 -3.541080 0.480943 0.005 0.016 -0.004 0.528
H -0.846423 7.293223 1.804635 0.014 -0.002 0.033 0.207
H 0.045111 -3.304522 -3.897294 0.017 -0.013 -0.012 0.405
H 1.378273 -2.171589 -3.613001 0.014 0.016 -0.005 0.283
H 0.072925 2.709289 -3.014592 0.035 0.013 -0.023 0.230
H -1.505101 -2.971741 3.662236 0.027 -0.007 0.020 0.479
H -2.288061 5.512199 2.279009 -0.014 0.004 -0.020 0.212
H 0.246702 -2.532013 -2.317918 -0.008 -0.004 -0.049 0.287
H -2.566114 1.752617 -5.233569 -0.001 0.007 -0.005 0.377
H 1.177728 -5.276134 0.035034 0.000 -0.019 -0.005 0.504
H 4.440061 1.028690 2.125305 -0.001 0.000 0.008 0.627
H -2.440378 -0.075592 -2.092499 -0.025 -0.031 0.013 1.140
H -1.288554 2.471692 5.714371 -0.008 0.005 0.014 0.356
H -1.514313 -2.392296 -5.366706 -0.005 -0.009 -0.004 0.383
H -4.610884 0.386747 -3.138881 -0.020 -0.014 -0.020 0.514
H 2.372060 -2.104188 1.321040 -0.007 0.048 0.023 0.031
H -1.421947 3.230811 -3.818243 0.005 -0.008 0.019 0.518
H -2.902319 -1.777453 0.207484 0.034 0.003 0.017 0.128
H -1.459486 2.521120 -2.194628 -0.029 -0.008 0.084 0.071
H -1.378788 -2.145612 2.111297 -0.032 -0.001 -0.048 -0.126
H 1.390904 2.634171 4.089309 -0.014 -0.014 0.014 0.390
H -2.618238 0.528999 6.486208 -0.008 -0.002 -0.001 0.353
```
Forces are in eV/Å.

ORCA calculation (ωB97M-V/def2-TZVPD) on the molecule C4H9NO.

## Properties
- SMILES: CCCNC=O
- Energy relative to the best compared isomer or geometry (same formula, charge and spin): 0.847 eV

Geometry as XYZ:
```
15
Properties=species:S:1:pos:R:3:forces:R:3:nbo_charge:R:1
O 1.665340 0.806366 -1.576863 0.259 -0.018 0.435 -0.612
N 1.370901 -0.187042 0.475932 0.099 0.158 -0.049 -0.622
C 1.785447 0.799685 -0.364983 0.212 0.030 -0.124 0.525
C -0.774766 -0.304550 -0.621661 -0.115 -0.136 -0.070 -0.444
C 0.293344 -1.114440 0.114865 -0.021 -0.106 -0.112 -0.216
C -1.611403 0.504170 0.385959 -0.007 0.044 -0.035 -0.613
H 1.621873 -0.084176 1.446664 -0.169 0.090 -0.123 0.395
H -0.997024 1.026785 1.131710 0.025 -0.071 -0.263 0.198
H -2.255754 1.256233 -0.078913 0.125 -0.132 -0.065 0.216
H -0.192783 0.253186 -1.382796 -1.013 0.046 0.575 0.255
H 2.221124 1.662062 0.163836 0.303 -0.127 0.088 0.112
H 0.667474 -1.940643 -0.498427 0.069 0.175 0.009 0.203
H -2.264939 -0.176772 0.952317 0.148 0.134 -0.169 0.201
H -0.088247 -1.550891 1.048584 0.075 0.125 -0.230 0.198
H -1.440590 -0.949971 -1.196227 0.010 -0.213 0.132 0.205
```
Forces are in eV/Å.

Summary of max |F| in eV/Å
3.17, 6.11, 0.29, 1.17
(order as listed above)
Summary of orbital gap in hartree
0.3336, 0.0999, 0.2162, 0.3874
(order as listed above)